Record 1
DFT (the ωB97M-V functional and the def2-TZVPD basis) results for a 2-piece molecular cluster, C5H11P overall in a non-equilibrium geometry.

Last column: natural (NBO) charge in e.
Element x y z (Å)
C (0.391, 1.760, 0.126)  -0.48
C (0.489, 0.263, -0.308)  -0.53
C (1.311, 2.578, -0.789)  -0.62
C (-1.946, -0.592, 1.373)  -0.70
C (-1.513, -0.901, 0.008)  -0.28
P (0.971, 0.527, 1.374)  0.48
H (-0.557, 2.123, 0.382)  0.22
H (1.082, 0.025, -1.213)  0.23
H (1.628, 2.074, -1.612)  0.21
H (2.184, 2.905, -0.259)  0.21
H (1.040, 3.621, -0.991)  0.22
H (-2.682, 0.294, 1.471)  0.21
H (-0.964, -0.318, 1.915)  0.23
H (-2.438, -1.402, 1.832)  0.22
H (-1.936, -0.446, -0.937)  0.22
H (-1.203, -1.917, -0.001)  0.19
H (2.431, 0.678, 1.369)  -0.03

Cartesian forces (eV/Å) of the 2 atoms listed first:
1.6 -2.0 -1.8
-2.6 -0.6 0.5

- Net charge: 0
- Highest occupied orbital energy: -8.13 eV
- Energy above the lowest of the compared OMol25 structures with the same formula, charge and spin: 4.084 eV
- E_tot: -538.2761 Ha



Record 2
DFT (the ωB97M-V functional and the def2-TZVPD basis) results for one molecule with the formula C5H11P in a non-equilibrium geometry.

Last column: natural (NBO) charge in e.
Element x y z (Å)
C (-1.693, 0.563, 1.488)  -0.47
C (-0.529, 0.019, 1.257)  0.05
C (0.390, -0.184, 2.402)  -0.66
C (-0.062, -0.595, -0.476)  -0.71
P (1.072, 0.670, -1.162)  0.56
C (1.036, -0.219, -2.778)  -0.95
H (-2.565, 0.704, 0.753)  0.20
H (-2.001, 1.059, 2.493)  0.20
H (0.282, -1.166, 2.607)  0.21
H (0.092, 0.528, 3.298)  0.22
H (1.393, 0.123, 2.062)  0.22
H (-1.062, -0.567, -0.938)  0.24
H (0.568, -1.366, -0.143)  0.23
H (0.066, 1.791, -1.496)  -0.04
H (1.950, 0.090, -3.455)  0.24
H (0.078, -0.037, -3.245)  0.23
H (0.986, -1.413, -2.668)  0.24

Cartesian forces (eV/Å) of the 2 atoms listed first:
-3.6 2.0 0.1
0.3 -0.6 -2.9

- Net charge: 0
- Highest occupied orbital energy: -9.04 eV
- Energy above the lowest of the compared OMol25 structures with the same formula, charge and spin: 2.742 eV
- E_tot: -538.3254 Ha



Record 3
DFT (the ωB97M-V functional and the def2-TZVPD basis) results for a 2-piece molecular cluster, C5H11P overall in a non-equilibrium geometry.

Last column: natural (NBO) charge in e.
Element x y z (Å)
C (1.112, -0.376, -0.388)  -0.41
C (0.432, 0.528, 0.585)  -0.47
C (1.685, -1.795, -0.080)  -0.59
C (-2.342, 0.268, -0.208)  -0.66
C (-1.309, 1.379, -0.097)  -0.34
P (1.915, 1.370, -0.016)  0.42
H (0.555, -0.255, -1.263)  0.21
H (0.142, 0.237, 1.658)  0.23
H (2.529, -1.703, 0.648)  0.21
H (1.957, -2.165, -0.971)  0.21
H (0.938, -2.381, 0.266)  0.21
H (-2.161, -0.397, 0.668)  0.21
H (-2.139, -0.118, -1.234)  0.21
H (-3.439, 0.459, -0.161)  0.22
H (-1.608, 2.223, 0.661)  0.19
H (-1.138, 1.967, -0.969)  0.19
H (2.871, 0.757, 0.900)  -0.05

Cartesian forces (eV/Å) of the 2 atoms listed first:
0.2 0.9 1.6
-4.0 0.7 1.0

- Net charge: 0
- Highest occupied orbital energy: -8.87 eV
- Energy above the lowest of the compared OMol25 structures with the same formula, charge and spin: 2.958 eV
- E_tot: -538.3175 Ha



Record 4
DFT (the ωB97M-V functional and the def2-TZVPD basis) results for a 2-piece molecular cluster, C5H11P overall in a non-equilibrium geometry.

Last column: natural (NBO) charge in e.
Element x y z (Å)
C (-1.415, 0.134, 0.189)  -0.55
C (-1.912, 0.128, -1.078)  -0.14
C (-1.138, 0.690, -2.232)  -0.66
C (2.837, -1.231, -0.318)  -0.52
C (0.118, 0.312, 2.478)  -0.96
P (0.250, 0.825, 0.677)  0.53
H (-1.892, -0.131, 1.129)  0.21
H (-2.911, -0.362, -1.217)  0.20
H (-1.523, 1.545, -2.804)  0.23
H (-0.918, -0.010, -3.019)  0.22
H (-0.203, 0.893, -1.649)  0.22
H (2.069, -0.654, -0.727)  0.18
H (3.570, -0.486, 0.136)  0.16
H (3.019, -2.240, -0.055)  0.18
H (0.963, 0.517, 3.146)  0.24
H (-0.713, 0.879, 2.794)  0.22
H (-0.200, -0.808, 2.550)  0.23

Cartesian forces (eV/Å) of the 2 atoms listed first:
1.5 1.2 -0.1
-1.4 -0.7 1.0

- Net charge: 0
- Highest occupied orbital energy (alpha / beta): -8.63 / -7.52 eV
- Energy above the lowest of the compared OMol25 structures with the same formula, charge and spin: 3.951 eV
- E_tot: -538.2810 Ha



Record 5
DFT (the ωB97M-V functional and the def2-TZVPD basis) results for a 2-piece molecular cluster, C5H11S overall in a non-equilibrium geometry.

Last column: natural (NBO) charge in e.
Element x y z (Å)
C (2.068, -0.591, 0.784)  -0.67
C (1.272, -1.199, 1.922)  -0.25
C (0.032, -0.745, 2.198)  -0.35
H (2.918, -1.233, 0.547)  0.19
H (1.353, -0.489, -0.041)  0.26
H (2.514, 0.392, 0.988)  0.19
H (1.691, -2.057, 2.438)  0.17
H (-0.775, -1.420, 2.480)  0.19
H (-0.280, 0.285, 2.116)  0.20
C (-0.009, 1.329, -2.382)  -0.62
C (-0.865, 1.395, -1.123)  -0.52
S (-1.371, -0.245, -0.490)  -0.67
H (-0.612, 0.870, -3.169)  0.20
H (0.840, 0.652, -2.217)  0.20
H (0.378, 2.297, -2.719)  0.17
H (-1.724, 2.029, -1.380)  0.17
H (-0.320, 1.904, -0.314)  0.16

Cartesian forces (eV/Å) of the 2 atoms listed first:
0.4 0.3 0.9
-0.4 0.9 -0.1

- Net charge: -1
- Highest occupied orbital energy: -2.25 eV
- Energy above the lowest of the compared OMol25 structures with the same formula, charge and spin: 0.923 eV
- E_tot: -595.2572 Ha



Record 6
DFT (the ωB97M-V functional and the def2-TZVPD basis) results for one molecule with the formula C5H12.

Last column: natural (NBO) charge in e.
Element x y z (Å)
C (0.634, 1.274, -1.533)  -0.62
C (0.396, -0.141, -0.961)  -0.39
C (0.154, -0.161, 0.549)  -0.21
C (0.079, -1.622, 1.052)  -0.60
C (-1.123, 0.569, 0.934)  -0.61
H (-0.159, 1.590, -2.210)  0.21
H (0.722, 2.022, -0.744)  0.20
H (1.571, 1.274, -2.082)  0.21
H (-0.459, -0.622, -1.444)  0.20
H (1.280, -0.749, -1.148)  0.20
H (0.971, 0.332, 1.051)  0.19
H (0.319, -1.717, 2.108)  0.21
H (0.776, -2.221, 0.471)  0.20
H (-0.915, -2.029, 0.856)  0.20
H (-1.143, 1.627, 0.645)  0.21
H (-1.294, 0.541, 1.996)  0.21
H (-2.010, 0.139, 0.456)  0.20

Cartesian forces (eV/Å) of the 2 atoms listed first:
0.0 -0.4 0.0
0.1 0.5 0.3

- Net charge: 0
- Highest occupied orbital energy: -11.09 eV
- Energy above the lowest of the compared OMol25 structures with the same formula, charge and spin: 0.266 eV
- E_tot: -197.6994 Ha



Record 7
DFT (the ωB97M-V functional and the def2-TZVPD basis) results for a 2-piece molecular cluster, C5H12 overall.

Last column: natural (NBO) charge in e.
Element x y z (Å)
C (-1.546, 1.297, -0.838)  -0.41
C (-1.757, 0.720, 0.329)  -0.17
C (-2.508, -0.564, 0.505)  -0.65
H (-1.018, 2.238, -0.946)  0.20
H (-1.898, 0.853, -1.762)  0.19
H (-1.376, 1.162, 1.245)  0.19
H (-1.965, -1.250, 1.158)  0.21
H (-2.678, -1.038, -0.459)  0.21
H (-3.443, -0.386, 1.047)  0.22
C (2.544, 0.207, 0.377)  -0.60
C (2.026, -0.957, -0.446)  -0.61
H (3.394, -0.098, 0.986)  0.20
H (2.804, 1.059, -0.255)  0.20
H (1.769, 0.583, 1.057)  0.20
H (2.787, -1.360, -1.119)  0.20
H (1.163, -0.668, -1.047)  0.21
H (1.702, -1.798, 0.168)  0.20

Cartesian forces (eV/Å) of the 2 atoms listed first:
0.2 0.3 -0.4
-0.1 -0.3 0.3

- Net charge: 0
- Highest occupied orbital energy: -9.69 eV
- Energy above the lowest of the compared OMol25 structures with the same formula, charge and spin: 1.130 eV
- E_tot: -197.6676 Ha



Record 8
DFT (the ωB97M-V functional and the def2-TZVPD basis) results for a 2-piece molecular cluster, C5H12BClO7P overall in a non-equilibrium geometry.

Last column: natural (NBO) charge in e.
Element x y z (Å)
C (1.776, 2.784, -1.208)  -0.27
O (1.124, 1.744, -0.433)  -0.74
B (0.311, 0.888, -1.243)  1.36
O (1.006, 0.084, -2.241)  -0.89
O (-1.130, 0.766, -1.226)  -0.73
C (-1.734, 1.349, -0.086)  0.98
O (-1.343, 1.234, 1.096)  -0.50
O (-2.959, 2.105, -0.262)  -0.79
P (-3.365, 2.287, -1.921)  1.34
O (-5.015, 1.813, -2.159)  -0.99
Cl (-3.382, 4.402, -2.279)  -0.34
H (2.344, 3.455, -0.456)  0.20
H (2.588, 2.357, -1.910)  0.20
H (1.009, 3.436, -1.771)  0.17
H (0.371, -0.128, -2.960)  0.49
H (-5.068, 0.829, -2.244)  0.51
C (1.743, -3.058, 3.037)  -0.63
C (1.636, -2.966, 1.502)  0.13
C (0.436, -2.070, 1.136)  -0.63
O (1.400, -4.193, 1.027)  -0.96
H (0.841, -3.484, 3.492)  0.18
H (2.597, -3.673, 3.341)  0.19
H (1.888, -2.059, 3.474)  0.15
H (2.538, -2.416, 1.167)  0.06
H (-0.511, -2.461, 1.525)  0.18
H (0.333, -1.963, 0.049)  0.18
H (0.569, -1.061, 1.553)  0.16

Cartesian forces (eV/Å) of the 2 atoms listed first:
1.2 0.8 0.2
-1.8 -0.5 -2.0

- Net charge: -1
- Highest occupied orbital energy: -2.04 eV
- E_tot: -1550.9174 Ha



Record 9
DFT (the ωB97M-V functional and the def2-TZVPD basis) results for one molecule with the formula C5H12BN in a non-equilibrium geometry.

Last column: natural (NBO) charge in e.
Element x y z (Å)
B (-1.648, -1.506, 0.250)  0.82
C (-2.320, -0.282, -0.213)  -0.90
C (-1.783, 1.019, 0.291)  -0.38
C (-0.246, 0.994, 0.042)  -0.24
C (2.715, 0.100, 0.086)  -0.61
C (1.442, -0.863, -0.105)  -0.22
N (0.314, -0.224, 0.515)  -0.61
H (-1.710, -2.682, 0.366)  -0.08
H (-1.797, -0.366, -1.216)  0.28
H (-3.390, -0.344, -0.233)  0.25
H (-2.286, 1.879, -0.136)  0.22
H (-1.786, 1.038, 1.475)  0.21
H (0.022, 1.048, -0.996)  0.14
H (0.257, 1.852, 0.450)  0.19
H (3.036, 0.199, 1.059)  0.20
H (3.668, -0.331, -0.472)  0.19
H (2.578, 1.109, -0.361)  0.20
H (1.253, -0.876, -1.168)  0.14
H (1.680, -1.765, 0.363)  0.20

Cartesian forces (eV/Å) of the 2 atoms listed first:
3.6 1.3 0.7
-0.1 -0.1 -0.5

- Net charge: 0
- Highest occupied orbital energy (alpha / beta): -7.27 / -7.27 eV
- Energy above the lowest of the compared OMol25 structures with the same formula, charge and spin: 3.741 eV
- E_tot: -277.1546 Ha



Record 10
DFT (the ωB97M-V functional and the def2-TZVPD basis) results for a 2-piece molecular cluster, C5H12BNO4 overall in a non-equilibrium geometry.

Last column: natural (NBO) charge in e.
Element x y z (Å)
B (1.111, 2.053, 1.204)  1.04
C (-1.127, -2.726, 0.895)  -0.61
C (-0.770, -1.282, 0.663)  -0.46
C (-1.412, -0.704, -0.660)  -0.17
C (-1.028, -1.356, -1.734)  -0.43
C (0.747, 2.236, -0.293)  -0.41
N (1.252, 1.410, -1.226)  0.42
O (2.192, 0.600, -1.215)  -0.43
O (0.498, 1.637, -2.411)  -0.56
O (0.749, 3.194, 1.913)  -0.88
O (1.878, 1.027, 1.611)  -0.89
H (-1.417, -3.230, -0.089)  0.21
H (-0.171, -3.135, 1.416)  0.21
H (-2.054, -2.812, 1.449)  0.21
H (-1.012, -0.782, 1.571)  0.20
H (0.295, -1.116, 0.431)  0.22
H (-2.007, 0.243, -0.684)  0.21
H (0.797, 0.928, -3.154)  0.49
H (-1.517, -1.036, -2.702)  0.19
H (-0.395, -2.159, -1.724)  0.19
H (-0.013, 2.885, -0.548)  0.23
H (1.078, 3.191, 2.823)  0.48
H (2.325, 0.934, 2.464)  0.51

Cartesian forces (eV/Å) of the 2 atoms listed first:
0.7 1.9 -0.4
1.3 -1.3 -0.9

- Net charge: 0
- Highest occupied orbital energy: -8.95 eV
- Energy above the lowest of the compared OMol25 structures with the same formula, charge and spin: 6.081 eV
- E_tot: -578.1981 Ha



Record 11
DFT (the ωB97M-V functional and the def2-TZVPD basis) results for C5H12BNO6S2 as an isolated structure in a non-equilibrium geometry.

Last column: natural (NBO) charge in e.
Element x y z (Å)
C (-0.964, -2.918, 0.023)  -0.22
C (-1.220, -1.846, -0.447)  0.00
C (-1.364, -0.458, -0.859)  -0.73
S (0.000, 0.134, -1.910)  2.31
O (0.900, -0.971, -2.247)  -1.07
O (-0.641, 0.635, -3.098)  -0.96
N (0.832, 1.315, -1.239)  -1.16
S (1.252, 1.093, 0.316)  2.02
O (1.169, -0.285, 0.773)  -0.98
O (2.599, 1.621, 0.478)  -0.99
B (0.195, 2.285, 1.329)  0.74
O (0.610, 3.577, 1.279)  -0.88
C (-1.092, 1.929, 2.169)  -0.80
C (-1.174, 0.492, 2.731)  -0.60
H (-0.924, -3.900, 0.427)  0.23
H (-2.309, -0.338, -1.385)  0.28
H (-1.415, 0.219, -0.007)  0.27
H (1.573, 3.583, 1.403)  0.52
H (-1.073, 2.601, 3.030)  0.24
H (-1.961, 2.200, 1.558)  0.24
H (-1.072, -0.294, 1.990)  0.22
H (-2.170, 0.368, 3.169)  0.20
H (-0.476, 0.377, 3.557)  0.21
O (2.052, -2.934, -3.431)  -0.78
H (1.675, -2.065, -3.060)  0.59
H (2.060, -3.619, -2.741)  0.56
H (2.937, -2.799, -3.810)  0.55

Cartesian forces (eV/Å) of the 2 atoms listed first:
-0.6 -0.2 -0.2
0.5 0.3 0.5

- Net charge: 0
- Highest occupied orbital energy: -9.01 eV
- E_tot: -1525.0074 Ha



Record 12
DFT (the ωB97M-V functional and the def2-TZVPD basis) results for a 2-piece molecular cluster, C5H12Br2Si overall.

Last column: natural (NBO) charge in e.
Element x y z (Å)
C (1.955, -0.695, -1.712)  -0.61
C (-1.138, -1.234, 1.833)  -0.69
C (-2.771, -0.049, 0.224)  -0.69
C (1.945, 0.823, -1.629)  -0.90
C (-1.784, -0.013, 1.318)  -0.06
Si (1.283, 1.437, 0.049)  1.02
Br (1.372, 3.707, 0.015)  -0.34
Br (2.786, 0.771, 1.616)  -0.35
H (2.325, -1.026, -2.681)  0.22
H (2.598, -1.119, -0.943)  0.22
H (0.953, -1.096, -1.576)  0.20
H (-0.914, -1.934, 1.032)  0.21
H (-0.227, -1.005, 2.383)  0.23
H (-1.808, -1.754, 2.531)  0.22
H (-2.784, -1.017, -0.273)  0.21
H (-2.579, 0.729, -0.516)  0.23
H (-3.773, 0.157, 0.618)  0.22
H (1.336, 1.236, -2.433)  0.24
H (2.962, 1.201, -1.773)  0.24
H (-1.736, 0.880, 1.919)  0.18

Cartesian forces (eV/Å) of the 2 atoms listed first:
0.0 -0.1 0.1
0.0 -0.1 0.2

- Net charge: 0
- Highest occupied orbital energy (alpha / beta): -8.09 / -7.61 eV
- Energy above the lowest of the compared OMol25 structures with the same formula, charge and spin: 1.142 eV
- E_tot: -5635.2196 Ha



Record 13
DFT (the ωB97M-V functional and the def2-TZVPD basis) results for C5H12BrHfO4S as an isolated structure in a non-equilibrium geometry.

Last column: natural (NBO) charge in e.
Element x y z (Å)
Hf (1.877, -3.828, -0.883)  2.35
Br (1.071, -1.713, 0.775)  -0.21
C (-2.410, -1.977, -0.916)  -0.74
S (-1.748, -3.325, -1.998)  1.24
O (-0.396, -3.751, -1.357)  -1.07
C (-2.876, -4.683, -1.601)  -0.79
H (-2.037, -1.004, -1.229)  0.28
H (-1.916, -2.239, 0.018)  0.25
H (-3.494, -2.047, -0.976)  0.30
H (-3.432, -4.790, -2.533)  0.30
H (-3.444, -4.495, -0.691)  0.28
H (-2.339, -5.614, -1.416)  0.29
C (1.726, 1.352, 2.311)  -0.27
O (1.864, 2.743, 2.201)  -0.41
C (1.907, 3.246, 0.965)  0.98
O (1.993, 2.636, -0.061)  -0.50
O (2.004, 4.581, 1.088)  -0.34
C (1.713, 5.379, -0.061)  -0.27
H (0.856, 0.927, 1.809)  0.17
H (1.550, 1.075, 3.353)  0.24
H (2.655, 0.807, 2.118)  0.21
H (2.221, 6.334, 0.048)  0.25
H (0.625, 5.529, -0.001)  0.24
H (2.031, 4.859, -0.962)  0.23

Cartesian forces (eV/Å) of the 2 atoms listed first:
-6.4 3.7 1.7
1.8 -3.1 -2.3

- Net charge: +3
- Highest occupied orbital energy: -18.17 eV
- E_tot: -3517.4735 Ha